No. 1
Below is a molecular structure, C29H36IrN5O3SSe2Te2 in a non-equilibrium geometry, with properties calculated with wB97M-V/def2-TZVPD.

Gap between HOMO and LUMO (alpha / beta)   6.0835 / 5.2548 eV
Multiplicity   2
Net charge   +1
Relative energy (zero: lowest compared OMol25 entry of this formula, charge and spin)   175.3 kJ/mol
LUMO (alpha / beta)   -3.813 / -4.645 eV
Electronic energy   -203201.444 eV

Each line ends with the Mulliken spin population.
CARTESIAN COORDINATES (ANGSTROEM)
Ir (-1.92314, 1.58118, 0.57364)  0.0321
Se (0.53039, 5.25372, -1.28914)  0.6832
Te (-1.09194, 6.00270, 0.27112)  0.2929
Te (-3.09417, 4.10446, 0.49821)  -0.0311
Se (-2.73197, 2.71209, -1.51517)  0.0017
C (-2.15365, -0.65239, -2.54569)  0.0006
N (-0.73385, -0.33470, -2.56841)  0.0005
C (0.02648, -0.21993, -3.82279)  -0.0001
C (1.44295, 0.14324, -3.33795)  -0.0001
N (1.28005, 0.13628, -1.88098)  0.0012
C (0.03634, -0.11652, -1.50880)  -0.0005
S (-0.42422, -0.29696, 0.14173)  0.0068
H (-2.56234, -0.49373, -3.54233)  -0.0002
H (-2.67478, -0.00239, -1.84757)  0.0000
H (-2.32407, -1.69306, -2.26014)  0.0001
H (-0.40889, 0.55119, -4.45716)  0.0000
H (0.00073, -1.16386, -4.36434)  0.0001
H (1.75062, 1.12672, -3.68385)  0.0000
H (2.18718, -0.58615, -3.64381)  0.0001
H (2.02724, 0.35881, -1.23028)  -0.0006
C (-3.67605, -5.56228, -1.15432)  0.0000
C (-3.84605, -5.47450, 0.35849)  0.0000
N (-3.62142, -4.11629, 0.88085)  0.0000
C (-2.36695, -3.87990, 1.59753)  -0.0001
C (-1.14116, -4.00698, 0.70040)  0.0002
C (-4.65010, -3.24422, 0.74558)  -0.0003
O (-5.71382, -3.55067, 0.22434)  0.0000
C (-4.51374, -1.82075, 1.24127)  0.0011
C (-5.50383, -1.31739, 2.07661)  -0.0008
C (-5.46745, 0.01703, 2.43675)  0.0002
C (-4.45969, 0.81529, 1.93975)  -0.0008
N (-3.52725, 0.34782, 1.10136)  0.0006
C (-3.55543, -0.94987, 0.75531)  -0.0008
H (-3.86825, -6.58532, -1.48427)  0.0000
H (-2.66397, -5.28704, -1.45722)  0.0000
H (-4.39013, -4.90097, -1.64485)  0.0000
H (-3.14851, -6.14051, 0.86544)  0.0000
H (-4.86076, -5.76751, 0.61774)  0.0000
H (-2.29212, -4.60865, 2.40728)  0.0000
H (-2.39182, -2.89372, 2.05148)  0.0000
H (-0.99270, -5.03758, 0.37277)  0.0000
H (-0.25033, -3.69317, 1.24934)  0.0000
H (-1.23747, -3.37000, -0.18148)  -0.0002
H (-6.29403, -1.97481, 2.42042)  -0.0001
H (-6.21974, 0.44390, 3.08711)  0.0000
H (-4.39769, 1.86208, 2.20124)  -0.0009
H (-2.79336, -1.28881, 0.06746)  0.0000
C (5.31997, 1.18516, -3.36323)  0.0003
C (4.95010, 1.00626, -1.90505)  0.0021
C (5.53316, -0.03141, -1.18721)  0.0005
C (5.23452, -0.22045, 0.15337)  -0.0003
C (4.33271, 0.61469, 0.79148)  0.0012
C (3.73793, 1.66413, 0.09014)  0.0240
N (2.75811, 2.49007, 0.68266)  0.0263
C (2.57816, 2.73335, 2.04944)  0.0124
C (3.69555, 2.88696, 2.87696)  -0.0010
C (3.55742, 3.16472, 4.22120)  0.0004
C (2.29688, 3.30011, 4.79392)  -0.0001
C (1.18394, 3.15060, 3.99949)  -0.0076
C (1.29796, 2.87120, 2.63221)  0.0063
C (0.03920, 2.60338, 1.90095)  -0.0045
O (-1.01216, 2.33032, 2.53017)  0.0016
O (-0.01199, 2.60519, 0.61513)  -0.0060
C (4.05753, 1.87909, -1.25995)  -0.0388
C (3.46459, 3.08070, -1.95882)  0.0461
H (5.80147, 0.28411, -3.74195)  0.0000
H (6.02406, 2.01348, -3.48501)  0.0001
H (4.45040, 1.39693, -3.98818)  0.0001
H (6.22938, -0.69873, -1.68436)  0.0001
H (5.69324, -1.03462, 0.70231)  0.0002
H (4.05730, 0.44080, 1.82309)  0.0000
H (1.99443, 2.77183, 0.10065)  -0.0276
H (4.68046, 2.82280, 2.43172)  -0.0002
H (4.44427, 3.29027, 4.83206)  0.0000
H (2.19142, 3.51632, 5.85045)  0.0000
H (0.19252, 3.24005, 4.42357)  -0.0008
H (3.57297, 3.97269, -1.33488)  -0.0040
H (2.38758, 2.96504, -2.14295)  -0.0142
H (3.95177, 3.27908, -2.91208)  -0.0015


No. 2
Below is a single C3H4N2O2 molecule, with properties calculated with wB97M-V/def2-TZVPD.

Gap between HOMO and LUMO (alpha / beta)   8.0423 / 8.0390 eV
Relative energy (zero: lowest compared OMol25 entry of this formula, charge and spin)   432.2 kJ/mol
LUMO (alpha / beta)   -1.147 / -1.149 eV
Electronic energy   -10247.786 eV

Each line ends with the Löwdin charge.
CARTESIAN COORDINATES (ANGSTROEM)
C (1.07491, -1.27576, -0.18787)  0.1064
N (0.15826, -0.35108, -0.13157)  -0.1635
N (0.04739, 0.55573, -1.10982)  0.0563
C (-0.36836, 1.80648, -0.72595)  -0.3893
O (-0.45822, 2.25799, 0.39752)  0.0017
C (-0.74471, -0.58655, 1.04126)  -0.1944
O (-1.71334, 0.02076, 1.32990)  0.1582
H (0.88659, -2.23705, 0.26540)  0.0843
H (1.95361, -1.11025, -0.78314)  0.0976
H (-0.27935, -1.42154, 1.59580)  0.1296
H (-0.57976, 2.40792, -1.62942)  0.1130


No. 3
Below is a molecular structure, C12H18Br12N4O4 in a non-equilibrium geometry, with properties calculated with wB97M-V/def2-TZVPD.

Gap between HOMO and LUMO   7.4343 eV
LUMO   -0.628 eV
Electronic energy   -867394.621 eV

Each line ends with the Löwdin charge.
CARTESIAN COORDINATES (ANGSTROEM)
C (3.32637, 3.61515, -0.02354)  -1.4184
Br (2.99234, 3.70518, -1.97545)  0.6286
Br (3.02856, 5.43432, 0.74445)  0.5515
Br (5.18148, 2.96690, 0.35197)  0.5154
H (2.56564, 2.92488, 0.34105)  -0.0481
C (4.63244, -2.28555, 2.54369)  -1.5076
Br (3.53987, -2.20461, 4.27817)  0.4604
Br (6.40823, -3.03084, 2.80943)  0.5578
Br (4.93875, -0.52814, 1.74073)  0.4864
H (3.95897, -2.89793, 1.94410)  -0.0647
C (1.96228, -0.27915, -1.15307)  -1.5056
Br (0.72931, -0.64732, -2.58047)  0.6260
Br (3.75476, 0.16803, -1.70326)  0.5700
Br (1.86382, -1.75739, 0.16291)  0.5770
H (1.46085, 0.57943, -0.70640)  -0.0410
C (-0.50581, -4.01055, -2.46381)  -1.4282
Br (-1.37074, -5.22587, -3.80045)  0.5072
Br (1.38783, -3.87233, -3.00851)  0.4961
Br (-0.76534, -4.78470, -0.59788)  0.5772
H (-1.01187, -3.04920, -2.55217)  -0.0500
C (-2.02111, -1.72082, 0.32176)  -0.0760
C (-2.86640, -2.67294, 0.79604)  -0.0637
C (-4.26399, -2.46000, 0.70966)  -0.2910
C (-4.79171, -1.26131, 0.21775)  0.0016
C (-3.84986, -0.21862, -0.08522)  0.0141
C (-2.49051, -0.47378, -0.03227)  -0.4245
O (-1.63200, 0.36910, -0.47699)  0.0088
O (-5.07745, -3.58185, 0.93840)  0.0159
H (-0.96841, -1.92112, 0.18719)  0.0365
H (-2.59014, -3.62364, 1.22760)  0.0787
H (-5.83609, -1.07849, 0.01223)  0.1071
H (-4.18662, 0.67088, -0.59688)  0.1169
H (-2.13441, 0.95676, -1.04607)  0.0802
H (-5.95024, -3.23892, 1.14388)  0.0895
C (-0.60102, 3.18998, -2.45293)  -0.7617
O (-1.51194, 2.41103, -2.27951)  0.0246
N (0.07345, 3.74375, -1.46690)  0.1272
N (-0.11525, 3.53236, -3.63273)  0.1687
H (0.95075, 4.14314, -1.76843)  -0.0745
H (0.04204, 3.13118, -0.66448)  0.1003
H (-0.41894, 3.02712, -4.45286)  0.1199
H (0.58613, 4.25348, -3.72308)  0.0902
C (0.34342, 1.44155, 2.58188)  -0.7406
O (0.69585, 2.41757, 1.90426)  0.0075
N (-0.21650, 0.31303, 2.11855)  0.1625
N (0.59318, 1.25031, 3.80749)  0.1707
H (0.00453, -0.53892, 2.61393)  0.1021
H (-0.71468, 0.36164, 1.24130)  0.0591
H (-0.04031, 0.63536, 4.29802)  0.1273
H (0.91046, 2.12200, 4.20697)  0.1324


No. 4
Below is a single C3H4OS2 molecule in a non-equilibrium geometry, with properties calculated with wB97M-V/def2-TZVPD.

SMILES   S=CCOC=S
Gap between HOMO and LUMO   8.5478 eV
Relative energy (zero: lowest compared OMol25 entry of this formula, charge and spin)   172.2 kJ/mol
LUMO   -0.557 eV
Electronic energy   -26892.104 eV

Each line ends with the Löwdin charge.
CARTESIAN COORDINATES (ANGSTROEM)
C (-1.14381, 0.12498, -0.38328)  -0.6410
C (-0.22333, 1.03250, 0.49926)  -0.2310
C (1.93626, 0.44240, -0.29414)  -0.7418
H (-0.81368, -0.04563, -1.39019)  0.0363
H (-0.02964, 0.58873, 1.45120)  0.0956
H (-0.74534, 1.97761, 0.65078)  0.1256
H (2.83686, 0.79114, -0.78753)  0.0721
O (1.04934, 1.37907, -0.11645)  -0.1264
S (-2.64475, -0.39845, -0.00374)  0.6753
S (1.82865, -1.09802, 0.13351)  0.7351


No. 5
Below is a gas-phase ion, C4H8ClN2 (charge +1) in a non-equilibrium geometry, with properties calculated with wB97M-V/def2-TZVPD.

SMILES   ClCC1=[NH+]CCN1
Gap between HOMO and LUMO   10.7675 eV
Net charge   +1
Relative energy (zero: lowest compared OMol25 entry of this formula, charge and spin)   96.0 kJ/mol
LUMO   -3.977 eV
Electronic energy   -19773.339 eV

Each line ends with the Löwdin charge.
CARTESIAN COORDINATES (ANGSTROEM)
C (-0.47840, 0.36276, 0.37696)  -0.3087
C (0.83647, -1.38770, -0.39290)  -0.1010
C (0.58360, -0.42181, -1.53617)  -0.0727
C (-1.16687, 1.28495, 1.38991)  -0.4799
N (-0.01414, -0.87429, 0.66855)  0.1215
N (-0.09183, 0.72322, -0.84052)  0.1209
Cl (0.08475, 2.38730, 1.94008)  0.6554
H (0.58208, -2.39992, -0.82780)  0.1579
H (1.78489, -1.48574, 0.04596)  0.1168
H (1.51290, -0.24028, -1.88111)  0.0941
H (0.01585, -0.78430, -2.34644)  0.1216
H (-1.51688, 0.60144, 2.16020)  0.0869
H (-1.97810, 2.00075, 1.06907)  0.1102
H (-0.23689, -1.44674, 1.44971)  0.1634
H (0.08255, 1.68036, -1.27550)  0.2136


No. 6
Below is a molecular structure, C12H16N2O5 in a non-equilibrium geometry, with properties calculated with wB97M-V/def2-TZVPD.

Gap between HOMO and LUMO   8.6242 eV
Relative energy (zero: lowest compared OMol25 entry of this formula, charge and spin)   834.1 kJ/mol
LUMO   0.328 eV
Electronic energy   -25915.165 eV

Each line ends with the Löwdin charge.
CARTESIAN COORDINATES (ANGSTROEM)
C (0.42303, -0.47303, 0.02607)  -0.2395
C (0.51891, 0.41338, 1.22995)  -0.4016
C (-0.77229, 0.13088, -0.86061)  -0.1063
C (-0.85649, -0.22468, -2.31355)  -0.2540
C (-1.11032, -1.55127, -2.69855)  -0.0618
C (-0.65006, 0.67823, -3.38238)  -0.0157
C (-1.01264, -2.00928, -4.00418)  -0.0119
C (-0.78093, 0.25108, -4.70253)  -0.0687
C (-0.82483, -1.01490, -4.95868)  -0.4173
C (0.67291, 0.78367, 3.85207)  -0.2037
C (-0.32061, 2.02796, 3.62900)  -0.4044
C (2.18496, 1.11580, 3.94908)  -0.1156
H (-1.01886, -1.97725, 0.66026)  0.0939
H (0.73877, -2.27415, 1.08808)  0.1131
H (1.41613, -0.30131, -0.38292)  0.1548
H (-1.77271, -0.14675, -0.35815)  0.1516
H (-0.68239, 1.20098, -1.00229)  0.0913
H (-1.31537, -2.25541, -1.80811)  0.1229
H (-0.36073, 1.79036, -3.11956)  0.1505
H (-1.29032, -3.10804, -4.15467)  0.1374
H (-0.90476, 0.92703, -5.69173)  0.1833
H (-0.74699, -2.15238, -6.45850)  0.0969
H (0.68756, -1.01387, 2.78973)  0.1286
H (0.30543, 0.28819, 4.74239)  0.1360
H (2.09929, 2.33258, 3.39833)  0.2017
H (2.43316, 1.05088, 5.24859)  0.1831
H (3.70012, -0.05905, 3.78275)  0.1703
H (-2.21027, 2.29174, 3.66091)  0.1306
N (-0.00604, -1.90099, 0.35529)  0.0105
N (0.62474, -0.01607, 2.54435)  0.0585
O (0.31072, 1.64073, 0.98908)  0.0136
O (-0.70739, -1.21800, -6.28550)  0.0534
O (-0.00693, 3.28376, 3.73424)  0.0120
O (2.80385, -0.13204, 3.07445)  -0.2140
O (-1.56866, 1.62121, 3.42727)  0.1204